# 1
DFT (ωB97M-V/def2-TZVPD) results for a molecular structure, C8H9BF4I2IrO4STi.

Geometry as XYZ:
```
31
Properties=species:S:1:pos:R:3:lowdin_spin:R:1
I 2.898 1.432 0.847 0.97
I 3.144 3.954 -0.099 1.81
Ti 0.785 -0.160 1.494 0.68
Ir -1.765 -0.447 0.934 0.59
S 0.454 -1.290 -0.378 -0.02
C -2.345 -1.828 -0.298 0.07
C -2.521 -1.234 2.503 0.08
C 0.286 -0.316 -2.219 0.03
C 1.652 0.308 -2.405 0.03
C -0.850 0.671 -2.183 0.02
C 0.013 -1.452 -3.196 0.00
C -0.824 1.136 1.968 0.15
C -3.130 0.857 0.509 0.09
O -2.987 -1.689 3.459 0.03
O -2.729 -2.652 -1.009 0.04
O -1.072 2.165 2.485 0.32
O -3.927 1.665 0.298 0.04
H 1.722 0.735 -3.415 0.00
H 2.442 -0.444 -2.277 0.00
H 1.830 1.115 -1.681 0.01
H -0.916 1.152 -3.169 0.00
H -0.692 1.449 -1.433 0.00
H -1.804 0.169 -1.985 0.01
H -0.066 -1.039 -4.214 0.00
H -0.924 -1.970 -2.960 0.00
H 0.828 -2.187 -3.183 0.00
F 1.354 -1.018 3.067 0.01
B 2.258 0.166 4.588 0.01
F 1.715 -0.438 5.648 0.00
F 3.511 -0.100 4.181 0.01
F 1.660 1.292 4.123 0.02
```

Summary:
Orbital gap (spin up / spin down) in eV: 6.7 / 5.5
HOMO energy (spin up / spin down) in hartree: -0.867 / -0.906
2S+1: 6
Total charge: +4

***

# 2
DFT (ωB97M-V/def2-TZVPD) results for 2 unconnected molecules or ions with the total composition C6H9F3.

Geometry as XYZ:
```
18
Properties=species:S:1:pos:R:3:nbo_charge:R:1
C -0.086 0.452 -2.188 -0.50
C 0.075 0.271 -0.924 0.20
C -1.284 1.180 0.942 -0.60
C 0.982 0.139 1.461 -0.56
C 0.107 0.883 0.339 -0.38
C 0.364 -2.164 -0.717 0.89
F 1.401 -2.700 -0.032 -0.35
F -0.832 -2.668 -0.375 -0.35
F 0.548 -2.545 -2.020 -0.37
H -0.194 -0.370 -2.873 0.25
H -0.043 1.422 -2.570 0.22
H -1.629 0.557 1.780 0.22
H -1.118 2.135 1.671 0.20
H -2.162 1.397 0.350 0.23
H 0.988 0.920 2.187 0.21
H 1.925 -0.126 1.130 0.22
H 0.484 -0.728 1.706 0.21
H 0.474 1.944 0.133 0.24
```

Summary:
Orbital gap (spin up / spin down) in eV: 8.9 / 8.9
HOMO energy (spin up / spin down) in hartree: -0.328 / -0.328
Total charge: 0

***

# 3
DFT (ωB97M-V/def2-TZVPD) results for a molecular structure, C6H21N7.

Geometry as XYZ:
```
34
Properties=species:S:1:pos:R:3:nbo_charge:R:1
C 0.124 -1.475 0.363 0.03
C -1.591 -0.473 0.248 0.17
C 1.083 -0.267 -0.071 0.38
C -2.259 -0.790 -1.088 -0.67
C -2.365 -0.754 1.452 -0.72
C 0.725 2.252 -0.547 -0.46
N 0.248 0.869 -0.599 -0.27
N 0.166 -2.476 -0.539 -0.82
N 1.929 -0.611 -1.147 -0.88
N -1.917 1.833 -0.204 -0.65
N 1.985 0.223 1.108 -0.48
N -0.961 0.863 0.176 -0.10
N 3.336 0.220 0.656 -0.54
H 0.285 -1.665 1.333 0.19
H -2.923 0.045 -1.305 0.27
H -2.871 -1.684 -0.813 0.25
H -1.396 -1.065 -1.859 0.23
H -3.370 -0.119 1.569 0.26
H -1.992 -0.434 2.440 0.24
H -2.754 -1.694 1.590 0.27
H 0.330 2.825 -1.447 0.25
H 0.375 2.902 0.200 0.23
H 1.884 2.265 -0.477 0.22
H -0.667 -3.054 -0.400 0.41
H 0.334 -2.304 -1.511 0.40
H 2.022 -1.599 -1.274 0.43
H 1.852 0.033 -1.922 0.43
H -1.745 2.244 -1.091 0.40
H -2.126 2.506 0.496 0.40
H 2.047 -0.405 1.901 0.40
H -0.810 1.157 1.209 0.42
H 3.403 -0.312 -0.259 0.45
H 4.014 -0.244 1.196 0.44
H 3.606 1.189 0.615 0.44
```

Summary:
Orbital gap in eV: 9.6
HOMO energy in hartree: -0.580
Total charge: +2

***

# 4
DFT (ωB97M-V/def2-TZVPD) results for a molecular structure, C41H38AsCl4LuN7O7S3.

Geometry as XYZ:
```
102
Properties=species:S:1:pos:R:3:lowdin_charge:R:1
Lu 0.017 -0.514 -0.016 1.49
O -0.147 5.266 -0.431 0.11
C 0.378 4.743 -1.529 -0.49
O 1.465 5.061 -1.945 0.11
C -0.476 3.754 -2.237 -0.07
C -0.607 3.591 -3.603 0.01
N -1.495 2.600 -3.793 0.04
N -1.914 2.072 -2.650 0.12
C -1.319 2.752 -1.686 -0.15
C -1.411 2.357 -0.249 -0.54
O -1.443 3.243 0.615 0.01
O -1.404 1.114 0.004 -0.22
H -0.854 4.688 -0.034 0.09
H -0.150 4.137 -4.402 0.14
H -1.819 2.196 -4.660 0.14
S 2.568 -3.743 3.062 1.06
C 1.735 -4.674 1.885 -0.37
C 0.918 -3.877 1.151 -0.28
N 0.936 -2.558 1.495 -0.14
C 1.758 -2.351 2.477 -0.46
H 1.901 -5.728 1.794 0.07
H 0.298 -4.199 0.331 0.10
H 1.916 -1.389 2.926 0.07
N 4.466 2.995 -4.781 0.10
C 3.759 1.866 -4.958 -0.82
S 4.122 0.814 -6.171 0.71
C 2.703 1.542 -3.989 -0.26
C 2.678 2.093 -2.706 0.01
C 1.714 1.670 -1.815 -0.13
N 0.786 0.747 -2.093 0.00
C 0.790 0.240 -3.333 -0.15
C 1.712 0.606 -4.295 -0.08
H 5.187 3.216 -5.451 0.10
H 4.151 3.732 -4.170 0.10
H 3.406 2.818 -2.380 0.11
H 1.692 2.102 -0.820 0.09
H 0.019 -0.489 -3.560 0.07
H 1.699 0.139 -5.268 0.09
O 0.021 -0.047 1.981 -0.62
As -0.172 1.458 2.637 1.29
C 1.089 2.747 1.893 -0.30
C 2.273 2.196 1.414 -0.14
C 3.278 3.030 0.946 -0.07
C 3.099 4.404 0.966 -0.05
C 1.941 4.948 1.497 -0.06
C 0.934 4.123 1.973 -0.09
C -2.021 1.885 3.101 -0.29
C -3.084 1.167 2.581 -0.10
C -4.373 1.428 3.023 -0.07
C -4.591 2.386 3.999 -0.07
C -3.522 3.088 4.534 -0.06
C -2.235 2.841 4.087 -0.09
C 0.593 1.246 4.431 -0.28
C -0.089 0.419 5.317 -0.10
C 0.442 0.144 6.565 -0.07
C 1.660 0.694 6.935 -0.07
C 2.349 1.509 6.053 -0.07
C 1.820 1.784 4.801 -0.08
H 2.406 1.113 1.402 0.10
H 4.193 2.603 0.562 0.12
H 3.867 5.050 0.574 0.12
H 1.806 6.017 1.522 0.12
H 0.015 4.539 2.366 0.12
H -2.894 0.406 1.829 0.05
H -5.204 0.879 2.602 0.09
H -5.596 2.581 4.346 0.11
H -3.692 3.822 5.305 0.11
H -1.387 3.377 4.499 0.11
H -1.050 0.006 5.016 0.11
H -0.090 -0.491 7.257 0.11
H 2.073 0.489 7.911 0.11
H 3.298 1.936 6.345 0.11
H 2.355 2.436 4.119 0.10
Cl -1.899 -2.192 1.100 0.61
C -3.437 -2.889 0.501 -0.91
Cl -4.754 -1.751 0.742 0.61
H -3.669 -3.796 1.060 0.05
H -3.325 -3.071 -0.570 -0.01
C -6.316 1.020 -1.641 0.00
C -5.197 0.663 -2.552 -0.25
C -5.152 0.970 -3.890 0.04
C -4.022 0.550 -4.626 -0.32
N -3.038 -0.115 -4.067 0.10
C -3.081 -0.419 -2.773 -0.77
S -1.910 -1.387 -2.059 0.70
N -4.162 -0.021 -2.026 0.12
C -3.896 0.830 -6.083 -0.02
H -7.175 1.368 -2.205 0.09
H -6.005 1.815 -0.964 0.10
H -6.603 0.161 -1.037 0.08
H -5.958 1.502 -4.368 0.12
H -4.180 -0.280 -1.041 0.06
H -4.846 0.668 -6.584 0.09
H -3.138 0.182 -6.515 0.09
H -3.618 1.870 -6.256 0.09
Cl 2.855 -4.102 -1.792 0.67
C 3.235 -2.413 -1.506 -0.96
Cl 3.598 -1.577 -3.026 0.72
C 2.029 -1.688 -0.928 -0.83
O 2.245 -0.687 -0.211 -0.11
O 0.881 -2.086 -1.196 -0.21
H 4.108 -2.341 -0.857 0.08
```

Summary:
Orbital gap in eV: 7.9
HOMO energy in hartree: -0.379
Total charge: +1

***

# 5
DFT (ωB97M-V/def2-TZVPD) results for C11H12N2OS in the gas phase.

Geometry as XYZ:
```
27
Properties=species:S:1:pos:R:3:nbo_charge:R:1
C 2.274 2.227 -0.974 -0.26
C 1.787 0.056 -0.035 0.31
C 2.866 -0.716 -0.685 -0.33
C 2.622 -2.057 -0.599 -0.01
C 0.878 -2.060 0.878 0.00
C 0.806 -0.652 0.718 0.05
C -0.880 1.048 0.989 -0.26
C -2.134 0.270 0.407 -0.07
C -3.474 0.860 0.228 -0.27
C -4.291 0.092 -0.437 -0.42
C -2.106 -1.042 -0.134 -0.52
H 2.332 1.784 -2.010 0.18
H 1.678 3.137 -1.088 0.21
H 3.274 2.325 -0.497 0.20
H 3.626 -0.335 -1.447 0.25
H 3.266 -2.797 -1.140 0.20
H 0.105 -2.629 1.498 0.20
H -0.504 -0.558 2.322 0.39
H -0.273 1.529 0.182 0.27
H -1.147 1.885 1.809 0.20
H -3.750 1.956 0.331 0.23
H -5.297 0.193 -0.822 0.24
H -1.157 -1.705 -0.075 0.27
N 1.690 -2.803 0.100 -0.42
N -0.015 -0.005 1.643 -0.61
O 1.353 1.377 -0.290 -0.52
S -3.529 -1.380 -0.872 0.49
```

Summary:
Orbital gap in eV: 8.5
SMILES string: COc1ccncc1NCc1ccsc1
HOMO energy in hartree: -0.286
Total charge: 0

***

# 6
DFT (ωB97M-V/def2-TZVPD) results for a molecular structure, C20H31CrFN5O9PTe.

Geometry as XYZ:
```
69
Properties=species:S:1:pos:R:3:lowdin_spin:R:1
Cr 0.870 0.138 0.911 3.07
O -0.638 -0.856 1.785 0.01
C -1.642 -1.567 1.617 0.01
C -2.194 -1.994 0.387 0.00
C -3.332 -2.821 0.433 0.00
C -3.912 -3.241 -0.724 0.00
C -3.396 -2.856 -1.982 0.00
C -2.303 -2.053 -2.053 0.00
C -1.633 -1.570 -0.872 0.00
O -0.622 -0.824 -0.953 0.03
N -5.094 -4.097 -0.671 0.00
O -5.646 -4.349 -1.725 0.00
O -5.549 -4.361 0.425 0.00
H -2.161 -1.886 2.532 0.00
H -3.750 -3.127 1.384 0.00
H -3.888 -3.222 -2.873 0.00
H -1.890 -1.764 -3.012 0.00
C 3.201 3.653 5.078 0.00
C 2.202 2.554 5.332 0.00
O 1.219 2.572 4.267 0.00
P 0.662 1.324 3.493 0.00
O 0.253 1.704 2.085 0.00
Te 2.280 -0.407 3.190 -0.15
O -0.632 0.842 4.258 0.00
C -0.549 0.422 5.640 0.00
C -1.585 -0.649 5.867 0.00
H 3.880 3.736 5.927 0.00
H 2.692 4.607 4.950 0.00
H 3.785 3.441 4.184 0.00
H 1.661 2.694 6.267 0.00
H 2.688 1.576 5.351 -0.01
H -0.720 1.299 6.265 0.00
H 0.455 0.035 5.841 0.00
H -2.573 -0.290 5.582 0.00
H -1.611 -0.925 6.921 0.00
H -1.346 -1.538 5.284 0.00
O -0.104 -1.126 -6.337 0.00
C 0.831 -0.217 -5.817 0.00
N 1.170 -0.500 -4.441 0.00
C 2.416 -0.978 -4.100 0.00
O 3.334 -1.058 -4.886 0.00
C 2.564 -1.382 -2.667 0.00
C 3.537 -2.302 -2.294 0.00
C 3.617 -2.672 -0.965 0.00
C 2.743 -2.098 -0.055 0.00
N 1.831 -1.190 -0.406 -0.01
C 1.758 -0.838 -1.690 0.00
H 0.340 -1.955 -6.547 0.00
H 0.346 0.760 -5.892 0.00
H 1.764 -0.191 -6.379 0.00
H 0.400 -0.745 -3.834 0.00
H 4.199 -2.713 -3.044 0.00
H 4.340 -3.398 -0.623 0.00
H 2.765 -2.382 0.989 0.00
H 1.009 -0.101 -1.922 0.00
N -1.376 3.448 -3.796 0.00
C -0.658 3.492 -2.458 0.00
C -0.832 2.151 -1.752 0.00
N -0.094 2.068 -0.525 0.01
H -1.238 4.302 -4.338 0.00
H -2.381 3.317 -3.665 0.00
H -1.036 2.661 -4.352 0.00
H -1.083 4.323 -1.899 0.00
H 0.388 3.701 -2.676 0.00
H -0.513 1.348 -2.425 0.00
H -1.890 1.969 -1.547 0.00
H -0.488 2.586 0.249 0.00
H 0.904 2.266 -0.585 0.00
F 2.256 1.253 0.288 0.03
```

Summary:
Orbital gap (spin up / spin down) in eV: 6.7 / 6.7
HOMO energy (spin up / spin down) in hartree: -0.379 / -0.381
2S+1: 4
Total charge: +1

***

What did we get for calculated total energy? Answer: -81122.255, -14515.942, -16971.729, -244953.579, -27461.025, -94837.955 eV, in the order shown.
What did we get for ΔE to the lowest compared entry with this formula, charge and spin? Answer: 0.0, 343.6, 190.7, 130.4, 365.7, 27.2 kJ/mol, in the order shown.
What did we get for strongest force on any atom? Answer: 6.7, 4.6, 7.6, 3.0, 4.4, 1.4 eV Å⁻¹, in the order shown.